{"formula": "C3H10NS2", "method": "the ωB97M-V functional and the def2-TZVPD basis", "charge": 1, "lumo_ev": -3.5, "smiles": "CSSCC[NH3+]", "symbols": ["C", "S", "S", "C", "C", "N", "H", "H", "H", "H", "H", "H", "H", "H", "H", "H"], "coordinates": [[2.68, 0.96, -0.11], [1.15, 0.19, -0.69], [-0.35, 1.06, 0.54], [-1.13, -0.46, 1.25], [-1.21, -1.70, 0.28], [-1.83, -1.11, -0.96], [3.01, 0.82, 0.95], [3.53, 0.47, -0.64], [2.54, 2.03, -0.33], [-0.48, -0.82, 2.07], [-2.15, -0.21, 1.62], [-1.74, -2.54, 0.67], [-0.10, -2.08, -0.06], [-1.14, -0.45, -1.40], [-2.11, -1.77, -1.72], [-2.66, -0.51, -0.82]]}

{"formula": "C3H10O", "method": "the ωB97M-V functional and the def2-TZVPD basis", "lumo_ev": 1.0, "smiles": "CCO.C", "symbols": ["C", "C", "O", "H", "H", "H", "H", "H", "H", "C", "H", "H", "H", "H"], "coordinates": [[1.96, -0.26, -0.59], [0.56, -0.82, -0.80], [0.10, -1.31, 0.48], [2.53, -0.93, 0.05], [2.42, -0.08, -1.56], [1.86, 0.74, -0.17], [0.58, -1.67, -1.49], [-0.10, -0.03, -1.15], [-0.73, -1.78, 0.30], [-1.85, 1.25, 0.95], [-1.82, 0.29, 1.47], [-1.88, 1.06, -0.12], [-0.94, 1.75, 1.28], [-2.70, 1.80, 1.34]]}

{"formula": "C3H10O", "method": "the ωB97M-V functional and the def2-TZVPD basis", "lumo_ev": 0.9, "smiles": "CC.CO", "symbols": ["C", "C", "H", "H", "H", "H", "H", "H", "C", "O", "H", "H", "H", "H"], "coordinates": [[-1.43, -0.99, 0.90], [-0.45, -0.22, 1.82], [-0.89, -1.53, 0.11], [-1.93, -1.78, 1.47], [-2.17, -0.35, 0.43], [-0.43, -0.62, 2.82], [-0.70, 0.84, 1.84], [0.58, -0.23, 1.45], [1.47, 1.07, -1.65], [0.63, 0.42, -2.61], [2.51, 0.96, -1.98], [1.28, 0.68, -0.65], [1.24, 2.14, -1.73], [0.29, -0.40, -2.21]]}

{"formula": "C3H10O2", "method": "the ωB97M-V functional and the def2-TZVPD basis", "lumo_ev": 0.5, "smiles": "C=CC.O.O", "symbols": ["C", "C", "C", "H", "H", "H", "H", "H", "H", "O", "H", "H", "O", "H", "H"], "coordinates": [[2.46, -0.13, 0.27], [1.53, 0.69, -0.26], [0.40, 0.09, -1.05], [3.28, 0.23, 0.78], [2.36, -1.25, 0.18], [1.57, 1.81, -0.23], [-0.23, 0.79, -1.40], [0.64, -0.51, -1.94], [-0.22, -0.60, -0.42], [-1.30, 0.51, 1.08], [-1.17, 1.50, 1.00], [-0.93, 0.16, 1.80], [-2.95, -1.48, 0.18], [-2.90, -0.99, -0.67], [-2.54, -0.81, 0.68]]}

{"formula": "C3H10O2", "method": "the ωB97M-V functional and the def2-TZVPD basis", "lumo_ev": 0.7, "smiles": "CC(C)O.O", "symbols": ["C", "C", "C", "O", "H", "H", "H", "H", "H", "H", "H", "H", "O", "H", "H"], "coordinates": [[-0.09, 1.65, 0.20], [0.02, 0.48, -0.84], [-1.11, -0.60, -0.86], [1.21, -0.17, -0.39], [-0.13, 1.20, 1.20], [-1.00, 2.27, 0.06], [0.79, 2.31, 0.14], [0.17, 1.06, -1.78], [-1.39, -0.98, 0.14], [-0.79, -1.44, -1.49], [-2.00, -0.13, -1.32], [1.99, 0.22, -0.84], [0.74, -1.74, 2.26], [0.58, -2.70, 2.15], [1.00, -1.43, 1.36]]}

{"formula": "C3H10O2", "method": "the ωB97M-V functional and the def2-TZVPD basis", "lumo_ev": 0.7, "smiles": "C=CC.O.O", "symbols": ["C", "C", "C", "H", "H", "H", "H", "H", "H", "O", "H", "H", "O", "H", "H"], "coordinates": [[2.20, -0.53, 0.15], [1.22, -0.80, -0.69], [-0.20, -1.14, -0.34], [3.18, -0.28, -0.24], [2.18, -0.54, 1.23], [1.43, -0.80, -1.76], [-0.41, -1.46, 0.68], [-0.86, -0.32, -0.61], [-0.54, -1.95, -0.99], [-0.78, 2.23, -0.43], [0.19, 2.35, -0.61], [-0.99, 1.62, -1.16], [-2.41, 0.27, 1.77], [-1.65, 0.13, 1.19], [-2.56, 1.21, 1.81]]}

{"formula": "C3H10O2S", "method": "the ωB97M-V functional and the def2-TZVPD basis", "lumo_ev": 0.7, "smiles": "COCSC.O", "symbols": ["C", "O", "C", "S", "C", "H", "H", "H", "H", "H", "H", "H", "H", "O", "H", "H"], "coordinates": [[0.00, 0.00, 0.00], [-1.31, 0.49, -0.21], [-1.42, 1.37, -1.37], [-0.56, 3.02, -1.21], [-1.77, 3.60, -0.05], [0.61, 0.84, 0.37], [0.45, -0.38, -0.93], [0.03, -0.80, 0.75], [-2.50, 1.49, -1.57], [-0.97, 0.85, -2.24], [-1.64, 4.67, 0.22], [-1.76, 3.00, 0.88], [-2.75, 3.48, -0.54], [-1.82, 3.93, -4.89], [-2.69, 3.67, -4.52], [-1.79, 3.51, -5.78]]}

{"formula": "C3H10O2SSi", "method": "the ωB97M-V functional and the def2-TZVPD basis", "lumo_ev": [0.5, -0.4], "symbols": ["C", "C", "C", "O", "O", "Si", "S", "H", "H", "H", "H", "H", "H", "H", "H", "H", "H"], "coordinates": [[2.36, 0.12, -0.34], [-0.40, -1.47, -0.13], [-2.84, 0.00, 0.78], [-0.21, 1.26, -1.02], [0.24, 0.75, 1.53], [0.49, 0.14, -0.01], [-3.33, 0.72, -0.71], [2.84, 1.15, -0.71], [2.91, -0.22, 0.66], [2.65, -0.52, -1.15], [0.04, -2.33, 0.21], [-0.95, -1.67, -0.93], [-2.01, 0.31, 1.28], [-3.68, -0.15, 1.36], [0.42, 1.95, -1.23], [0.83, 0.45, 2.19], [-2.01, 0.78, -1.16]]}

Table of electronic energy (eV), in record order: -26426.602, -5320.182, -5319.894, -7366.370, -7367.851, -7367.266, -18202.379, -26079.610